{"formula": "CH8NO2", "method": "the ωB97M-V functional and the def2-TZVPD basis", "symbols": ["O", "H", "H", "H", "N", "C", "O", "H", "H", "H", "H", "H"], "positions_angstrom": [[0.253, 1.953, 1.909], [1.024, 0.586, -0.762], [0.110, 1.922, 2.880], [0.894, 2.654, 1.813], [0.310, 0.039, -0.301], [-0.076, -1.269, -0.971], [-1.394, -1.060, -1.344], [0.573, -0.076, 0.673], [-0.574, 0.567, -0.281], [0.145, -2.097, -0.301], [0.565, -1.331, -1.849], [-1.830, -1.887, -1.465]], "forces_ev_per_a": [[-0.182, -0.501, 0.813], [0.225, 0.081, -0.326], [-0.041, -0.059, -0.807], [0.274, 0.418, -0.122], [-1.171, -0.451, 0.448], [0.766, 0.640, -0.869], [0.619, 0.692, 0.545], [0.165, 0.157, 0.342], [0.304, 0.261, 0.036], [-0.343, 0.024, 0.155], [0.121, -0.234, -0.035], [-0.738, -1.029, -0.179]], "orbital_gap_ev": 12.5, "e_above_lowest_ev": 0.3158, "e_tot_ha": -247.87460, "multiplicity": 1, "charge": 1, "molar_mass_g_mol": 66.08}